# 1
A cluster of 2 separate species, C7H14 in total at a distorted geometry, computed with ωB97M-V with the def2-TZVPD basis set.

```
! RIJCOSX wB97M-V def2-TZVPD def2/J DEFGRID3
* xyz 0 1
C -1.455 0.993 -0.791
C -1.434 -0.565 -1.144
C -0.019 -1.177 -1.294
C 1.048 -0.842 -0.068
C 1.504 0.326 0.686
C 1.123 0.855 1.888
C 1.442 2.164 2.375
H -2.237 1.235 -0.130
H -0.452 1.012 -0.310
H -1.538 1.552 -1.822
H -2.274 -0.630 -1.954
H -1.797 -1.088 -0.261
H 0.567 -1.169 -2.237
H -2.231 -3.100 -1.846
H 1.181 -1.350 0.944
H 1.841 -1.274 -0.713
H 2.078 1.078 0.083
H -1.799 -3.534 -1.437
H 0.644 0.427 2.818
H 1.639 2.264 3.447
H 2.171 2.825 1.764
*
```

## Properties
- maximum force (eV/A) = 5.71
- ΔE to the lowest compared entry with this formula, charge and spin (kJ/mol) = 966.2
- highest occupied orbital energy (eV) = -6.3

Here are the natural (NBO) charges for atoms 1 to 4, given in e:
1 C -0.585
2 C -0.505
3 C -0.052
4 C -0.567

=====

# 2
An isolated molecule of C7H14 at a distorted geometry, computed with ωB97M-V with the def2-TZVPD basis set.

```
! RIJCOSX wB97M-V def2-TZVPD def2/J DEFGRID3
* xyz 0 1
C -0.919 -1.137 -0.127
C 0.522 -1.257 -0.443
C 1.291 -0.128 0.597
C -2.433 1.081 0.110
C 2.667 -0.636 0.925
C -0.969 0.669 -0.006
C -0.308 1.267 -1.164
H -1.215 -1.470 0.868
H -1.562 -1.633 -0.853
H 0.610 -0.693 -1.429
H 0.915 -2.254 -0.637
H -0.437 0.907 1.081
H 1.263 0.906 0.925
H -3.016 0.496 -0.606
H -2.861 0.880 1.094
H -2.641 2.112 -0.181
H -0.782 2.078 -1.707
H 0.745 1.123 -1.345
H 2.676 -1.715 1.106
H 3.298 -0.474 0.038
H 3.157 -0.123 1.752
*
```

## Properties
- maximum force (eV/A) = 4.80
- ΔE to the lowest compared entry with this formula, charge and spin (kJ/mol) = 647.3
- highest occupied orbital energy (spin up / spin down) (eV) = -7.9 / -7.6

Here are the natural (NBO) charges for atoms 1 to 4, given in e:
1 C -0.371
2 C -0.446
3 C -0.122
4 C -0.620

=====

# 3
An isolated molecule of C7H14 at a distorted geometry, computed with ωB97M-V with the def2-TZVPD basis set.

```
! RIJCOSX wB97M-V def2-TZVPD def2/J DEFGRID3
* xyz 0 1
C -0.718 1.657 0.710
C -0.540 0.211 0.245
C -1.016 0.076 -1.201
C -1.344 -0.739 1.143
C 0.840 -0.297 0.410
C 2.025 0.000 -0.768
C 1.561 -1.345 -0.290
H -0.408 1.780 1.755
H -0.125 2.349 0.098
H -1.772 1.956 0.629
H -2.085 0.306 -1.254
H -0.502 0.774 -1.873
H -0.882 -0.941 -1.593
H -1.006 -0.688 2.187
H -2.403 -0.466 1.112
H -1.246 -1.781 0.808
H 1.667 0.412 0.907
H 1.670 0.338 -1.732
H 3.074 0.254 -0.551
H 2.274 -1.965 0.243
H 0.936 -1.892 -0.987
*
```

## Properties
- maximum force (eV/A) = 6.92
- ΔE to the lowest compared entry with this formula, charge and spin (kJ/mol) = 244.2
- highest occupied orbital energy (eV) = -8.4

Here are the natural (NBO) charges for atoms 1 to 4, given in e:
1 C -0.593
2 C -0.106
3 C -0.605
4 C -0.590